Computed, not measured: an isolated ion of composition C3H6NO2S and charge -1, with ωB97M-V/def2-TZVPD.

Computed properties:
* HOMO energy (spin up / spin down): -0.077 / -0.077 Eh
* orbital gap (spin up / spin down): 0.216 / 0.216 Eh
* charge: -1
* total energy: -19624.034 eV
* multiplicity: 1
* E_LUMO (spin up / spin down): 3.80 / 3.80 eV

Structure (XYZ):
```
13
Properties=species:S:1:pos:R:3:forces:R:3
C 1.107896 0.636806 -0.520500 -1.953 -0.035 0.604
C -0.178648 1.053549 0.112004 -1.478 -0.879 2.851
C -0.852715 -1.691094 0.641625 0.047 0.439 0.098
N 1.872290 -0.314993 0.203916 1.463 -1.928 -0.867
O 2.419813 -1.125263 -0.564809 -0.474 0.994 1.319
O -2.141850 -0.434793 -1.381924 0.994 0.287 0.423
S -1.613359 -0.262746 0.035319 -0.207 -0.888 0.836
H 0.754813 0.217787 -1.449854 0.840 0.229 -1.018
H 1.612699 1.582196 -0.473651 1.153 0.298 -0.748
H -0.235420 1.196003 1.267723 0.760 -0.582 -1.750
H -0.421399 2.038302 -0.214508 -0.774 0.759 -0.849
H -0.638385 -2.624354 0.121842 -0.011 0.703 -0.675
H -0.868917 -1.862314 1.721918 -0.362 0.603 -0.224
```
Positions in Å, forces in eV/Å.